{
  "formula": "C26H40NO4",
  "method": "wB97M-V/def2-TZVPD",
  "homo_lumo_gap_ev": 4.87,
  "e_homo_ev": -2.685,
  "energy_ev": -37288.41963,
  "charge": -1,
  "species": ["C", "C", "C", "C", "C", "C", "C", "C", "C", "C", "C", "C", "O", "O", "C", "C", "C", "C", "C", "O", "N", "C", "C", "C", "C", "C", "C", "H", "H", "H", "H", "H", "H", "H", "H", "H", "H", "H", "H", "H", "H", "H", "H", "H", "H", "H", "H", "H", "H", "H", "H", "H", "H", "H", "H", "H", "H", "H", "H", "H", "C", "C", "C", "O", "H", "H", "H", "H", "H", "H", "H"],
  "coordinates": [[-1.4832, -2.0044, -3.6891], [-0.9647, -3.2931, -3.0442], [-1.5434, -4.6239, -3.4343], [0.0011, -3.1697, -2.0817], [-0.2862, -2.2892, -0.8678], [0.8230, -2.3272, 0.2188], [0.3618, -3.1778, 1.4276], [1.5980, -3.8493, 2.0549], [-0.5274, -2.4329, 2.4406], [0.1131, -1.1791, 3.0574], [-0.8722, -0.0247, 3.4330], [-0.0969, 1.2567, 2.9737], [0.6204, 1.9629, 3.6374], [-0.4081, 1.4674, 1.6599], [-1.3990, 0.5077, 1.2530], [-2.1053, 0.2135, 2.5633], [-3.0071, 1.3806, 2.9873], [-4.0433, 1.8278, 1.9271], [-3.6952, 3.1553, 1.2288], [-3.6999, 4.1787, 1.8838], [-3.4150, 3.2085, -0.1753], [-2.0223, 3.2474, -0.5307], [-1.1667, 4.1693, 0.0146], [0.1751, 4.1713, -0.3009], [0.6688, 3.2450, -1.1753], [-0.1773, 2.3431, -1.7650], [-1.5023, 2.3560, -1.4370], [-0.6566, -1.4005, -4.0539], [-2.2597, -2.1938, -4.4327], [-1.9658, -1.4076, -2.9014], [-1.6274, -4.7889, -4.5155], [-2.5647, -4.6451, -3.0318], [-0.9944, -5.4084, -2.9092], [0.9700, -3.6539, -2.2138], [-0.3563, -1.2519, -1.2241], [-1.2363, -2.5806, -0.4146], [1.0307, -1.2919, 0.5014], [1.7615, -2.7249, -0.1728], [-0.2530, -3.9867, 1.0106], [1.3987, -4.3258, 3.0190], [2.4632, -3.1825, 2.0896], [1.8989, -4.6572, 1.3764], [-1.5021, -2.2619, 1.9765], [-0.7102, -3.1347, 3.2651], [0.8916, -0.7561, 2.4190], [0.6123, -1.4601, 3.9870], [-0.9974, 0.1384, 4.5049], [-2.0787, 0.8095, 0.4598], [-0.8123, -0.2944, 0.7974], [-2.7352, -0.6844, 2.5741], [-2.4416, 2.2638, 3.2996], [-3.5873, 1.0332, 3.8469], [-5.0509, 1.9262, 2.3327], [-4.1070, 1.0686, 1.1340], [-3.8680, 2.4423, -0.6612], [-1.5371, 4.9141, 0.7105], [0.8166, 4.8972, 0.1808], [1.7324, 3.1960, -1.4321], [0.1877, 1.5990, -2.4619], [-2.1996, 1.6415, -1.8807], [5.3103, 0.6377, -1.4420], [4.8007, 1.7102, -2.4308], [5.5432, 3.0308, -2.1293], [3.4723, 1.8913, -2.2481], [5.1075, 0.9240, -0.4067], [4.8296, -0.3252, -1.6337], [6.3994, 0.4877, -1.5390], [5.1551, 1.3851, -3.4431], [5.3462, 3.3732, -1.1099], [5.2329, 3.8165, -2.8224], [6.6351, 2.9105, -2.2347]],
  "lowdin_charge": [-0.05, -0.34, -0.08, -0.08, -0.19, -0.16, -0.38, -0.08, -0.16, -0.12, -0.15, -0.44, 0.13, 0.05, -0.10, -0.26, -0.12, -0.09, -0.42, 0.09, 0.11, -0.29, -0.04, -0.07, -0.07, -0.07, -0.09, 0.08, 0.07, 0.07, 0.07, 0.08, 0.07, 0.11, 0.10, 0.11, 0.10, 0.11, 0.13, 0.07, 0.08, 0.08, 0.10, 0.11, 0.11, 0.12, 0.15, 0.11, 0.10, 0.14, 0.13, 0.12, 0.12, 0.11, 0.11, 0.11, 0.11, 0.09, 0.11, 0.11, -0.13, -0.72, -0.13, -0.33, 0.06, 0.05, 0.05, 0.10, 0.06, 0.05, 0.05]
}



{
  "formula": "C26H41AsN10OPmS4",
  "method": "wB97M-V/def2-TZVPD",
  "multiplicity": 5,
  "homo_lumo_gap_ev": [7.65, 7.66],
  "de_lowest_kj_mol": 0.0,
  "s_squared": 6.00,
  "e_homo_ev": [-10.082, -10.088],
  "energy_ev": -165308.27463,
  "charge": 1,
  "species": ["Pm", "N", "C", "S", "N", "N", "C", "C", "C", "C", "C", "C", "C", "C", "C", "C", "C", "C", "N", "H", "H", "H", "H", "H", "H", "H", "H", "H", "H", "H", "C", "C", "N", "C", "C", "N", "C", "C", "N", "H", "H", "H", "H", "H", "H", "H", "H", "H", "H", "H", "H", "H", "H", "H", "C", "N", "C", "C", "N", "C", "S", "H", "H", "H", "H", "H", "H", "C", "As", "C", "C", "S", "H", "H", "H", "H", "H", "H", "H", "H", "H", "O", "S", "N"],
  "coordinates": [[14.6103, 8.8865, 11.8513], [10.9832, 9.1858, 8.6664], [11.7793, 9.4032, 9.7751], [13.3476, 9.8753, 9.3867], [11.2462, 9.2352, 10.9494], [12.0742, 9.5072, 12.0073], [11.5286, 10.1163, 13.0024], [10.1409, 10.5391, 13.0002], [9.8140, 11.6509, 12.2473], [8.5009, 12.0869, 12.1962], [7.4942, 11.4967, 13.0073], [7.8843, 10.5059, 13.8761], [9.2037, 9.9580, 13.8421], [12.3270, 10.3011, 14.2388], [11.8340, 10.9919, 15.3111], [12.5991, 11.0667, 16.4749], [13.8327, 10.4309, 16.5143], [14.2253, 9.7336, 15.3731], [13.5282, 9.6835, 14.2575], [11.3355, 9.5001, 7.7946], [9.9656, 9.1745, 8.6988], [10.5662, 12.0800, 11.6124], [8.2737, 12.9191, 11.5450], [6.5222, 11.8611, 12.9171], [7.0656, 10.0921, 14.4952], [9.5801, 9.1070, 14.3804], [10.8893, 11.5339, 15.1667], [12.1742, 11.5055, 17.3537], [14.4115, 10.3412, 17.4312], [15.1855, 9.2224, 15.3318], [15.5028, 5.6486, 10.4888], [14.2784, 6.1774, 9.6817], [13.2995, 6.8273, 10.5604], [12.5528, 5.8504, 11.4105], [12.3962, 6.4156, 12.8353], [13.7402, 6.8995, 13.3367], [14.6811, 5.7429, 13.4642], [16.0673, 5.9485, 12.8840], [15.9801, 6.5896, 11.5648], [16.3093, 5.4965, 9.8092], [15.3386, 4.6614, 10.9384], [13.9093, 5.3515, 9.1206], [14.6207, 6.9659, 9.0113], [12.7039, 7.4560, 10.0115], [13.0983, 4.9022, 11.4362], [11.5784, 5.5848, 11.0213], [11.9762, 5.6885, 13.5246], [11.7592, 7.2678, 12.8342], [13.4881, 7.2133, 14.2349], [14.1810, 4.8893, 12.9913], [14.8844, 5.5064, 14.4879], [16.5636, 4.9849, 12.8683], [16.6532, 6.5176, 13.6145], [16.8663, 6.9859, 11.3033], [17.0738, 11.5519, 15.6581], [17.5562, 11.6233, 14.2695], [18.0151, 12.7957, 13.6936], [18.3202, 12.5199, 12.4210], [18.0438, 11.1798, 12.2465], [17.6313, 10.6056, 13.3803], [17.0732, 8.9709, 13.4870], [17.8448, 11.8594, 16.4282], [16.6129, 10.5862, 15.9195], [16.3523, 12.3822, 15.7343], [18.2149, 13.6611, 14.3506], [18.5780, 13.2491, 11.6129], [17.9508, 10.6507, 11.3715], [18.7592, 9.5450, 6.8875], [17.1642, 10.1160, 7.8055], [17.2477, 11.9565, 8.0286], [15.7589, 9.6612, 6.5882], [17.0219, 9.0533, 9.6550], [19.0648, 10.3375, 6.1871], [18.5186, 8.6613, 6.2979], [19.5025, 9.3479, 7.6449], [17.3021, 12.3871, 7.0449], [18.1741, 12.2362, 8.5691], [16.2841, 12.1950, 8.5049], [15.9314, 10.2675, 5.6667], [14.8027, 9.9158, 7.0563], [15.8032, 8.5840, 6.3734], [16.0182, 13.0532, 10.6107], [15.1439, 12.7226, 11.7367], [14.8430, 11.3461, 12.1502]],
  "lowdin_charge": [1.26, 0.06, -0.94, 0.57, 0.00, -0.05, -0.20, -0.24, -0.03, -0.05, -0.07, -0.06, -0.01, -0.21, 0.01, -0.02, -0.04, -0.18, 0.02, 0.05, 0.11, 0.12, 0.10, 0.09, 0.11, 0.11, 0.13, 0.11, 0.12, 0.05, -0.15, -0.19, -0.12, -0.15, -0.16, -0.12, -0.17, -0.25, -0.17, 0.11, 0.12, 0.11, 0.08, 0.04, 0.10, 0.12, 0.13, 0.08, 0.07, 0.11, 0.12, 0.12, 0.05, 0.01, -0.01, -0.10, -0.07, -0.09, 0.06, -0.72, 0.60, 0.12, 0.06, 0.10, 0.15, 0.15, 0.05, -0.25, 0.70, -0.27, -0.26, 0.12, 0.05, 0.04, 0.03, 0.04, 0.07, 0.03, 0.06, -0.03, 0.05, -0.58, 0.66, -0.54]
}



{
  "formula": "C26H41BiBrF5N4OS2SbSi3Te",
  "method": "wB97M-V/def2-TZVPD",
  "homo_lumo_gap_ev": 7.91,
  "de_lowest_kj_mol": 0.0,
  "e_homo_ev": -11.011,
  "energy_ev": -184238.67936,
  "charge": 1,
  "species": ["Bi", "C", "C", "C", "C", "C", "Br", "N", "C", "H", "H", "H", "H", "H", "H", "C", "Si", "C", "C", "Sb", "Si", "C", "C", "C", "Si", "C", "C", "C", "H", "H", "H", "H", "H", "H", "H", "H", "H", "H", "H", "H", "H", "H", "H", "H", "H", "H", "H", "H", "H", "H", "H", "H", "H", "H", "H", "S", "C", "N", "S", "C", "C", "C", "N", "C", "C", "C", "C", "C", "N", "C", "C", "H", "H", "H", "H", "H", "H", "H", "H", "F", "Te", "F", "F", "F", "F", "O"],
  "coordinates": [[-0.3670, -0.3762, -0.3937], [-2.5438, -4.8604, 3.3220], [-2.4763, -3.3749, 3.1257], [-3.2937, -2.4950, 3.8311], [-3.2061, -1.1314, 3.6112], [-2.2908, -0.7089, 2.6664], [-2.0895, 1.1634, 2.3417], [-1.5104, -1.5030, 1.9688], [-1.5996, -2.8173, 2.2070], [-2.4468, -5.1212, 4.3761], [-1.7582, -5.3661, 2.7632], [-3.5026, -5.2458, 2.9729], [-4.0019, -2.8746, 4.5578], [-3.8210, -0.4239, 4.1474], [-0.9346, -3.4506, 1.6375], [5.4806, 0.0928, 1.1522], [4.0366, -0.1887, -0.0004], [4.1214, 1.0494, -1.3902], [3.9355, -1.9661, -0.5301], [1.8703, 0.1900, 1.4009], [1.9658, 2.4987, 2.5907], [3.7835, 2.9053, 2.6768], [1.2545, 2.2988, 4.3003], [1.0494, 3.7960, 1.6212], [1.9237, -1.5420, 3.3344], [3.5239, -1.1722, 4.2295], [1.9353, -3.2542, 2.6058], [0.4649, -1.2226, 4.4668], [6.3496, -0.4246, 0.7354], [5.3162, -0.3005, 2.1546], [5.7349, 1.1497, 1.2329], [5.1464, 1.0550, -1.7717], [3.8984, 2.0621, -1.0469], [3.4520, 0.7958, -2.2095], [4.6206, -2.1438, -1.3630], [2.9377, -2.2564, -0.8602], [4.2280, -2.6235, 0.2918], [4.3719, 2.0959, 3.1108], [3.9179, 3.7892, 3.3064], [4.1899, 3.1351, 1.6902], [1.7970, 1.5544, 4.8857], [0.2006, 2.0228, 4.2790], [1.3387, 3.2559, 4.8229], [1.4182, 3.8817, 0.5988], [1.2019, 4.7605, 2.1141], [-0.0234, 3.6037, 1.5822], [4.3862, -1.5092, 3.6532], [3.5355, -1.7112, 5.1809], [3.6485, -0.1107, 4.4530], [2.9552, -3.5695, 2.3794], [1.3529, -3.3197, 1.6870], [1.5188, -3.9639, 3.3256], [0.8152, -1.1808, 5.5007], [-0.2654, -2.0303, 4.3925], [-0.0456, -0.2849, 4.2529], [2.2158, -1.7130, -3.9486], [1.5444, -0.8353, -2.8202], [1.0322, -0.0655, -2.0607], [-1.2078, 6.2962, -2.7490], [-0.8374, 4.7150, -2.0969], [-1.8363, 4.0837, -1.3505], [-1.5869, 2.8388, -0.8197], [-0.4257, 2.1884, -0.9717], [0.5200, 2.7900, -1.6969], [0.3682, 4.0386, -2.2657], [0.2525, 6.6544, -3.6975], [0.3891, 6.1781, -4.9926], [1.5491, 6.4971, -5.6854], [2.5278, 7.2401, -5.1764], [2.3740, 7.7036, -3.9401], [1.2582, 7.4404, -3.1561], [-2.7988, 4.5535, -1.1980], [-2.3563, 2.3337, -0.2475], [1.4392, 2.2358, -1.8319], [1.1793, 4.4642, -2.8388], [-0.3842, 5.5766, -5.4508], [1.6956, 6.1405, -6.6982], [3.1810, 8.3153, -3.5537], [1.1754, 7.8387, -2.1542], [-0.9868, -5.1270, -2.4269], [-0.3228, -3.8419, -1.2902], [-0.2026, -5.0999, 0.0826], [1.3467, -4.4433, -1.8138], [-0.9412, -2.6354, -2.5815], [-2.0452, -3.5987, -0.5893], [0.4204, -2.4824, -0.3330]],
  "lowdin_charge": [1.48, -0.02, -0.23, 0.01, -0.08, -0.74, 0.78, -0.06, -0.12, 0.09, 0.08, 0.10, 0.13, 0.11, 0.07, -0.21, 0.35, -0.21, -0.21, 0.89, 0.32, -0.22, -0.22, -0.21, 0.36, -0.22, -0.20, -0.20, 0.05, 0.00, 0.03, 0.05, 0.03, 0.00, 0.05, -0.01, 0.04, 0.02, 0.05, 0.03, 0.03, 0.00, 0.05, 0.02, 0.05, 0.01, 0.02, 0.05, 0.02, 0.04, -0.01, 0.05, 0.05, 0.02, -0.01, 0.73, -1.00, -0.20, 1.05, -0.49, -0.08, -0.18, -0.10, -0.16, -0.04, -0.55, -0.08, -0.13, 0.07, -0.13, -0.08, 0.11, 0.06, 0.08, 0.11, 0.11, 0.11, 0.11, 0.11, -0.32, 1.74, -0.35, -0.34, -0.39, -0.37, -0.80]
}